(1)
ORCA calculation (ωB97M-V/def2-TZVPD) on a 2-piece molecular cluster, C6H9NO overall in a non-equilibrium geometry.

The value obtained for the highest occupied orbital energy is -9.3 eV. The LUMO energy comes out at 0.29 eV.

CARTESIAN COORDINATES (ANGSTROEM)
C: 3.71959 -0.09298 0.41161
C: -0.63579 1.06673 -0.08367
C: -2.16823 1.23003 -0.13310
C: -3.00500 0.14600 0.18395
C: -2.45914 -1.04793 -0.09021
C: -1.10124 -1.06406 -0.30910
H: 1.96142 -0.00370 -0.42367
H: 4.79550 -0.28446 0.04448
H: 3.45057 0.44111 1.32669
H: 3.27540 -1.08887 0.78711
H: -0.29877 2.12061 -0.26953
H: -2.56971 2.18185 -0.22361
H: -4.20050 0.27545 0.30558
H: -3.02516 -1.95719 0.08102
H: -0.64813 -2.04892 -0.66405
N: -0.04775 -0.10744 -0.24072
O: 2.95693 0.23375 -0.70279

Atomic forces in eV per Å
C -0.26 -3.40 0.44
C -4.89 2.28 -2.07
C 2.65 -2.44 2.18
C -3.03 3.93 -1.31
C 1.55 -1.65 1.05
C 4.06 -3.00 -1.00
H 2.84 0.87 -1.28
H -1.55 0.79 1.28
H 1.10 1.17 -0.24
H 1.28 0.48 -0.55
H 1.31 -1.50 0.64
H -0.40 1.80 0.10
H 3.10 -0.20 -0.10
H 0.32 -0.16 -0.60
H -0.75 1.16 0.87
N -3.77 -0.20 0.30
O -3.57 0.06 0.30

Here are the natural (NBO) charges for atoms 1 to 8, given in e:
1. C -0.256
2. C 0.046
3. C -0.249
4. C -0.160
5. C -0.294
6. C 0.041
7. H 0.497
8. H 0.191

(2)
ORCA calculation (ωB97M-V/def2-TZVPD) on C6H9NO as an isolated structure in a non-equilibrium geometry.

The value obtained for the highest occupied orbital energy is -9.1 eV. The LUMO energy comes out at -0.57 eV.

CARTESIAN COORDINATES (ANGSTROEM)
C: 1.53376 1.49075 -0.22171
C: 1.84605 -0.08194 0.03915
C: 0.89652 -1.07985 -0.01646
C: -0.60244 -1.26665 0.39021
C: -1.60309 -0.85255 -0.78885
C: -2.03114 0.22404 0.04798
H: 2.22495 2.34680 0.42956
H: 0.47823 1.63098 0.12394
H: 1.41836 1.59966 -1.55420
H: 2.93988 -0.45104 0.42702
H: 1.25926 -1.94933 -0.17962
H: -0.98258 -2.15858 1.11148
H: -1.11552 -0.04669 -1.35039
H: -2.13282 -1.62688 -1.37967
H: -0.21380 1.01576 1.86983
N: -1.09490 -0.00193 1.03903
O: -2.82070 1.20743 0.01270

Atomic forces in eV per Å
C 0.18 -0.18 -0.72
C 0.13 0.55 0.87
C -1.75 4.58 2.33
C 0.31 2.17 -0.14
C 1.08 -2.08 -0.41
C -4.07 6.07 3.85
H -1.75 -2.70 -2.48
H 0.89 0.17 -0.49
H 0.93 0.10 4.34
H -2.51 1.05 -2.04
H 3.01 -6.03 -0.46
H 1.67 1.59 -2.21
H 1.00 -1.18 -1.43
H -0.10 0.98 0.53
H -3.20 -3.54 -2.95
N 2.14 1.57 2.13
O 2.03 -3.13 -0.71

Here are the natural (NBO) charges for atoms 1 to 8, given in e:
1. C -0.690
2. C -0.183
3. C -0.220
4. C -0.075
5. C -0.494
6. C 0.610
7. H 0.241
8. H 0.217

(3)
ORCA calculation (ωB97M-V/def2-TZVPD) on a 2-piece molecular cluster, C6H9NO overall in a non-equilibrium geometry.

The value obtained for the highest occupied orbital energy is -7.9 eV. The LUMO energy comes out at 0.64 eV.

CARTESIAN COORDINATES (ANGSTROEM)
C: 1.29752 -2.20600 0.18848
C: 0.62367 -1.20235 0.84006
N: 0.31363 -0.19949 -0.06520
C: 0.72774 -0.74072 -1.32696
C: 1.38876 -1.95856 -1.20874
C: 0.82962 1.21561 -2.75371
C: 0.76013 -0.10968 -2.66734
H: 1.77611 -3.04115 0.89884
H: 0.43474 -0.93003 1.89363
H: -0.30950 0.50255 0.23064
H: 1.88400 -2.55159 -1.98305
H: 1.03714 1.83510 -1.87747
H: 0.92173 1.81662 -3.69278
H: 0.41553 -0.75596 -3.52957
H: -3.39402 3.71906 5.34321
H: -4.28455 2.80861 4.35801
O: -4.30515 3.50042 5.04802

Atomic forces in eV per Å
C 1.33 -2.55 3.48
C 0.34 1.12 0.14
N 1.78 -3.46 -1.88
C 0.47 0.27 -1.35
C -1.18 1.06 1.99
C 1.03 1.24 -1.13
C -2.25 0.57 0.35
H -1.11 1.70 -2.23
H 0.23 -0.88 -0.67
H -0.66 1.02 -0.69
H -0.40 0.48 0.38
H -0.13 -0.37 -0.03
H -0.49 -0.94 0.67
H 1.05 0.76 0.96
H -0.90 -0.55 -0.62
H 0.42 0.63 0.67
O 0.47 -0.07 -0.04

Here are the natural (NBO) charges for atoms 1 to 8, given in e:
1. C -0.295
2. C -0.075
3. N -0.528
4. C 0.091
5. C -0.289
6. C -0.396
7. C -0.212
8. H 0.222

(4)
ORCA calculation (ωB97M-V/def2-TZVPD) on an isolated molecule of C6H9NO in a non-equilibrium geometry.

The value obtained for the highest occupied orbital energy is -8.0 eV. The LUMO energy comes out at 0.71 eV.

CARTESIAN COORDINATES (ANGSTROEM)
C: -0.50735 -0.75269 0.01251
C: -1.85092 -0.30363 -0.96694
C: -0.80583 0.68560 -0.63494
C: 1.12080 1.05476 0.26729
C: 0.89785 -0.47550 -0.03337
C: 2.08573 -0.98800 -0.51846
H: -1.12261 0.15093 1.62050
H: -0.06151 -1.23263 1.80300
H: -2.94275 -0.38720 -0.53451
H: -1.61490 -0.68479 -1.96388
H: 0.03630 0.90955 -1.43357
H: 1.74469 1.56165 1.21655
H: 1.45295 1.65720 -0.72021
H: 2.12755 -1.97384 -0.86610
H: 3.07969 -0.57581 -0.31122
N: -0.97718 -0.92730 1.37587
O: -0.18761 1.46786 0.35021

Atomic forces in eV per Å
C -3.27 -0.41 -2.29
C 0.72 -0.90 1.41
C 3.50 0.19 -0.76
C 1.42 2.66 0.51
C 6.49 -0.18 -1.91
C -2.26 -0.11 1.94
H 0.43 -2.71 0.58
H -1.58 0.58 0.35
H 2.70 -0.08 -0.69
H -0.89 0.54 0.07
H -2.71 -1.14 -0.04
H -1.62 -1.89 -2.45
H 0.38 -1.67 1.93
H -0.05 -1.41 -0.71
H -0.68 0.56 -0.28
N 1.25 2.93 0.29
O -3.84 3.03 2.04

Here are the natural (NBO) charges for atoms 1 to 8, given in e:
1. C -0.001
2. C -0.376
3. C 0.060
4. C -0.134
5. C -0.065
6. C -0.371
7. H 0.359
8. H 0.370

(5)
ORCA calculation (ωB97M-V/def2-TZVPD) on a 2-piece molecular cluster, C6H9NO overall in a non-equilibrium geometry.

The value obtained for the highest occupied orbital energy is -8.2 eV. The LUMO energy comes out at 0.58 eV.

CARTESIAN COORDINATES (ANGSTROEM)
C: 1.02070 1.17229 0.57751
C: -1.57090 -0.94327 0.72562
C: -0.43261 -1.27882 0.23893
C: 0.51315 2.19918 -0.05409
C: 0.34835 -2.58864 0.22998
C: -0.27397 2.04665 -1.32224
N: 1.32498 0.32890 1.39645
O: -2.42827 -0.48889 1.39974
H: -0.25189 -0.72978 -0.68752
H: 0.88009 3.17766 0.12163
H: 0.30370 -2.97112 -0.80872
H: -0.08143 -3.27219 0.96850
H: 1.35699 -2.37236 0.46379
H: 0.48897 2.09294 -2.15215
H: -1.08362 2.80777 -1.46609
H: -0.72496 1.08424 -1.51315
H: 0.61072 -0.26456 1.88182

Atomic forces in eV per Å
C -0.94 0.59 2.24
C -2.02 0.96 2.93
C 0.86 -1.39 -2.83
C -0.44 -0.66 -1.16
C -1.69 0.21 -0.23
C 0.85 0.45 -1.84
N 0.77 -1.50 -0.47
O 0.59 -0.67 -1.31
H 0.10 0.32 0.34
H 0.12 0.73 0.76
H 0.01 -0.22 0.77
H 0.26 -0.15 -0.36
H 1.12 0.12 0.33
H -1.04 0.49 0.28
H 0.96 -0.49 0.23
H -0.27 -0.36 0.51
H 0.75 1.60 -0.19

Here are the natural (NBO) charges for atoms 1 to 8, given in e:
1. C 0.448
2. C 0.678
3. C -0.537
4. C -0.453
5. C -0.595
6. C -0.616
7. N -0.668
8. O -0.471

(6)
ORCA calculation (ωB97M-V/def2-TZVPD) on C6H9NO as an isolated structure in a non-equilibrium geometry.

The value obtained for the highest occupied orbital energy is -7.8 eV. The LUMO energy comes out at 0.50 eV.

CARTESIAN COORDINATES (ANGSTROEM)
C: 2.22063 0.31091 0.00604
C: 0.92671 1.13754 -0.26294
C: -0.15112 0.35348 -0.08606
C: -1.55651 1.00214 0.10267
C: -2.50448 -0.18023 0.35321
C: -1.65014 -1.26796 -0.09517
H: 2.30690 -1.83208 -0.64479
H: 0.44939 -1.62978 0.78034
H: 2.53837 0.93612 0.97348
H: 3.12244 0.26122 -0.89437
H: 1.11433 2.32568 0.03986
H: -1.53288 2.11819 0.71761
H: -1.59419 1.33578 -0.96762
H: -3.59160 -0.13006 0.51279
H: -1.90843 -2.41830 -0.69757
N: 2.00775 -1.26963 0.53304
O: -0.19718 -1.05303 -0.37051

Atomic forces in eV per Å
C 1.58 -0.96 0.53
C 2.06 -0.60 1.88
C -0.34 3.17 -0.34
C 0.97 2.08 -0.08
C 4.60 -2.56 -2.45
C -3.17 -1.48 -1.77
H -1.65 1.77 4.64
H 4.94 1.29 -1.38
H 0.22 -1.76 -2.03
H -2.65 0.47 2.74
H -1.38 -3.36 -1.10
H -0.14 -3.70 -1.22
H -1.27 0.02 0.79
H 0.86 -0.47 -0.13
H 0.50 3.75 2.66
N 0.22 0.06 -3.91
O -5.37 2.29 1.18

Here are the natural (NBO) charges for atoms 1 to 8, given in e:
1. C -0.268
2. C -0.284
3. C 0.270
4. C -0.496
5. C -0.264
6. C 0.079
7. H 0.306
8. H 0.452